No. 1
DFT (ωB97M-V/def2-TZVPD) results for C28H48F6O3SbTi as an isolated structure at a distorted geometry.

Structure (XYZ):
```
87
Properties=species:S:1:pos:R:3
Ti 0.7406 0.7616 -0.2482
C 2.6857 -0.3909 0.8348
C 1.6889 -1.3005 1.2431
C 1.1486 -1.8668 0.0429
C 1.8524 -1.2812 -1.0527
C 2.7934 -0.3549 -0.5802
C 3.8772 0.3375 -1.3854
C 4.0781 1.7778 -0.8993
C 5.1941 -0.4368 -1.2107
C 3.5087 0.3639 -2.8700
C 0.1507 -3.0049 -0.2139
C 0.8705 -4.3578 -0.0629
C -0.3734 -2.9627 -1.6583
C -1.0880 -2.9725 0.6882
C 1.3719 -1.5107 2.7325
C 2.3828 -0.7177 3.5770
C 1.5337 -2.9779 3.1536
C -0.0308 -1.0085 3.1457
H 3.2741 0.2179 1.5042
H 1.6604 -1.4824 -2.0941
H 4.2872 1.8058 0.1722
H 3.1780 2.3673 -1.0898
H 4.9187 2.2457 -1.4213
H 5.5163 -0.4060 -0.1672
H 5.9882 -0.0110 -1.8327
H 5.0552 -1.4834 -1.4919
H 2.5329 0.8353 -3.0112
H 3.4784 -0.6483 -3.2806
H 4.2540 0.9320 -3.4332
H 1.6728 -4.4299 -0.8011
H 0.1703 -5.1830 -0.2316
H 1.3158 -4.4783 0.9216
H 0.4224 -3.0929 -2.3907
H -0.8775 -2.0184 -1.8631
H -1.0892 -3.7765 -1.8020
H -0.8506 -3.2059 1.7225
H -1.8131 -3.7151 0.3432
H -1.5553 -1.9848 0.6605
H 3.4098 -1.0132 3.3499
H 2.1938 -0.9148 4.6345
H 2.2805 0.3548 3.4098
H 2.5199 -3.3585 2.8749
H 0.7789 -3.6199 2.7097
H 1.4278 -3.0554 4.2403
H -0.3114 -0.1333 2.5587
H -0.0308 -0.7264 4.2034
H -0.7985 -1.7731 3.0281
C -4.3702 -0.4976 0.7863
C -3.9976 -0.8632 -0.6544
Sb -2.2858 0.3109 -1.2569
C -2.1627 -0.0295 -3.3710
C -3.3936 -0.7152 -3.9724
C -3.2522 2.2408 -1.3913
C -4.2879 2.3988 -2.5046
H -5.2209 -1.0926 1.1284
H -4.6392 0.5565 0.8746
H -3.5360 -0.6742 1.4687
H -4.8214 -0.6846 -1.3463
H -3.7222 -1.9164 -0.7417
H -1.2627 -0.6183 -3.5464
H -1.9626 0.9645 -3.7710
H -3.5432 -1.7019 -3.5283
H -3.3002 -0.8495 -5.0542
H -4.2972 -0.1360 -3.7877
H -2.4220 2.9323 -1.5248
H -3.6958 2.4507 -0.4175
H -3.8326 2.2758 -3.4866
H -4.7335 3.3973 -2.4778
H -5.0970 1.6717 -2.4048
O -0.6217 2.9751 -3.4767
C 0.1252 3.0411 -2.5166
O 0.5152 2.0628 -1.7865
H 0.5824 4.0178 -2.2934
C 0.6292 2.7401 3.4113
C -0.3345 2.6300 2.2206
O -0.1092 1.5300 1.4630
C -1.7729 2.5660 2.7921
F -2.7097 2.4531 1.8334
F -2.0931 3.6513 3.5338
F -1.8925 1.4858 3.5937
C -0.1770 3.9043 1.3411
F -0.3396 5.0639 2.0214
F -1.0267 3.9554 0.3106
F 1.0668 3.9407 0.8233
H 1.6401 2.7402 3.0120
H 0.4916 1.8461 4.0212
H 0.4688 3.6307 4.0157
```

Results
Spin multiplicity = 3
Relative energy (zero: lowest compared OMol25 entry of this formula, charge and spin) = 8.7 kcal per mole
Net charge = -1
Kohn-Sham gap (alpha / beta) = 5.76 / 7.70 eV
Highest occupied orbital energy (alpha / beta) = -3.1 / -5.0 eV
Calculated total energy = -81920.0382 eV
Strongest force on any atom = 1.34 eV/A

---

No. 2
DFT (ωB97M-V/def2-TZVPD) results for a 3-piece molecular cluster, C15H44FN6O6P3S overall at a distorted geometry.

Structure (XYZ):
```
76
Properties=species:S:1:pos:R:3
C -0.7961 -3.7451 -1.1906
C -1.0385 -2.6889 -2.4134
O -0.3646 -2.9464 -3.5698
O -1.8515 -1.4694 -2.4029
C -2.8112 -1.4235 -1.2933
P -4.3675 -2.5619 -1.5737
S -6.0956 -3.8759 -1.7519
O -7.3566 -3.1559 -2.2996
O -5.6471 -5.0980 -2.6365
F -6.3393 -4.5467 -0.1589
H 0.3543 -4.0147 -1.0284
H -1.2067 -3.4192 -0.1462
H -1.3122 -4.7791 -1.4683
H -2.3523 -1.5697 -0.2257
H -3.2633 -0.3183 -1.2967
H -4.8858 -1.9885 -0.3238
H -4.7175 -1.8316 -2.7771
H -3.5657 -3.7564 -1.5112
C -0.0777 4.1281 -2.7390
N 0.6104 3.2238 -1.8419
C 0.5937 3.6959 -0.4590
P 1.6599 1.9347 -2.2091
O 0.8114 0.9674 -1.3480
N 1.1606 1.2088 -3.6867
C 0.4342 1.8652 -4.7609
C 0.7800 -0.2068 -3.6583
N 2.6354 3.0467 -3.1992
C 3.7516 2.3393 -3.8713
C 3.2803 4.1423 -2.4487
H 0.5942 4.6239 -3.4438
H -0.6010 4.9346 -2.2106
H -0.8574 3.6049 -3.2952
H 1.4182 4.3878 -0.2641
H 0.6908 2.8665 0.2480
H -0.3441 4.2011 -0.2030
H -0.6409 1.8924 -4.5648
H 0.5822 1.3308 -5.7084
H 0.7901 2.8779 -4.9572
H -0.2382 -0.3373 -3.2794
H 1.4684 -0.7814 -3.0290
H 0.8336 -0.6595 -4.6549
H 4.4231 1.8797 -3.1374
H 4.3302 3.0261 -4.4991
H 3.4044 1.5506 -4.5452
H 3.8234 3.7605 -1.5775
H 2.5590 4.8888 -2.1111
H 3.9826 4.6997 -3.0803
C -1.2689 -0.0738 4.8644
N -0.6220 -1.3454 4.6187
C -1.0449 -2.3744 5.5663
P 0.7312 -1.6948 3.6466
O -0.0631 -2.7896 2.8931
N 0.7376 -0.6337 2.2926
C 0.1460 0.6929 2.2412
C 0.6685 -1.2314 0.9556
N 1.6443 -0.4362 4.5128
C 3.0057 -0.2678 3.9502
C 1.8597 -0.7032 5.9487
H -0.5778 0.6963 5.2155
H -2.0550 -0.1370 5.6270
H -1.7769 0.2834 3.9669
H -0.4497 -2.3404 6.4835
H -0.9340 -3.3775 5.1435
H -2.1012 -2.2786 5.8407
H -0.9266 0.6498 2.0344
H 0.6104 1.2909 1.4462
H 0.3142 1.2684 3.1529
H -0.3572 -1.5126 0.6983
H 1.3055 -2.1205 0.8944
H 1.0367 -0.5434 0.1861
H 3.5790 -1.1986 4.0257
H 3.5505 0.5268 4.4720
H 2.9917 0.0307 2.8979
H 2.2639 -1.7085 6.1091
H 0.9403 -0.5998 6.5280
H 2.5506 0.0248 6.3910
```

Results
Spin multiplicity = 1
Kohn-Sham gap = 6.86 eV
Highest occupied orbital energy = -8.0 eV
Calculated total energy = -78901.8489 eV
Strongest force on any atom = 9.07 eV/A

---

No. 3
DFT (ωB97M-V/def2-TZVPD) results for one molecule with the formula C4H8N2O.

Structure (XYZ):
```
15
Properties=species:S:1:pos:R:3
N 1.7487 -0.0959 -1.2635
C 1.5625 -0.7406 -0.0848
O 2.1462 -1.7640 0.2269
C 0.5669 -0.0795 0.8609
N -0.4031 0.7634 0.1775
C -1.7474 0.7220 0.7300
C -1.4404 0.0504 -0.5537
H 2.4129 -0.4769 -1.9186
H 1.2586 0.7613 -1.4665
H 0.1067 -0.8939 1.4406
H 1.1326 0.5457 1.5628
H -1.9073 0.0775 1.5947
H -2.2937 1.6610 0.7510
H -1.3997 -1.0385 -0.5647
H -1.7436 0.5082 -1.4925
```

Results
Spin multiplicity = 1
Relative energy (zero: lowest compared OMol25 entry of this formula, charge and spin) = 37.7 kcal per mole
Kohn-Sham gap = 10.73 eV
Highest occupied orbital energy = -9.7 eV
Calculated total energy = -9304.7576 eV
Strongest force on any atom = 0.36 eV/A

---

No. 4
DFT (ωB97M-V/def2-TZVPD) results for a 3-piece molecular cluster, C17H52BN9O3P3S overall at a distorted geometry.

Structure (XYZ):
```
86
Properties=species:S:1:pos:R:3
C -1.2620 2.5926 -3.6830
C 0.1349 1.8579 -3.3578
B 1.3785 2.8358 -3.1141
O 2.3422 2.9529 -4.2009
C 1.7124 3.7697 -1.8148
C 2.1568 2.9180 -0.5543
C 1.4358 1.5945 -0.1407
N 1.8415 0.3711 -0.9133
N 1.9646 1.2672 1.2470
N -0.0079 1.6275 0.0644
P 0.1311 4.6966 -1.3096
S 0.7348 6.4880 -0.6793
H -1.0416 3.3440 -4.4983
H -1.7330 3.0482 -2.7818
H -1.9015 1.8096 -4.1784
H 0.3529 1.2740 -4.3104
H -0.0478 1.0758 -2.5783
H 3.2111 2.8246 -3.7935
H 2.1355 3.6214 0.3351
H 3.2576 2.6801 -0.6971
H 2.2164 -0.3290 -0.2745
H 2.5679 0.6123 -1.5921
H 1.4460 1.8058 1.9453
H 2.9295 1.5978 1.3285
H -0.5289 2.0316 -0.7063
H -0.3871 0.7286 0.3442
H -0.5327 4.1234 -0.1848
H -0.7164 4.9657 -2.4208
O -3.4548 1.1002 -1.3177
P -4.9420 1.0523 -0.9298
N -5.3337 2.5073 -1.7369
C -6.0277 3.6804 -1.2628
C -5.5298 2.3569 -3.1695
N -4.6172 1.1985 0.7702
C -4.3147 2.4890 1.3810
C -3.6236 0.2275 1.2457
N -6.6694 0.7525 -0.5426
C -7.3664 1.2500 0.6280
C -6.9747 -0.6812 -0.6853
H -7.1212 3.5615 -1.2969
H -5.7759 4.5450 -1.8843
H -5.7346 3.9721 -0.2583
H -6.5438 1.9921 -3.3951
H -4.8155 1.6415 -3.5870
H -5.3695 3.2981 -3.7009
H -3.5660 3.0555 0.8166
H -3.9464 2.3654 2.4022
H -5.2170 3.0910 1.4933
H -2.6005 0.5503 1.0295
H -3.7756 -0.7473 0.7723
H -3.7180 0.0795 2.3247
H -7.0322 0.7769 1.5582
H -8.4377 1.0494 0.5209
H -7.2842 2.3287 0.7386
H -6.5338 -1.2673 0.1327
H -6.5704 -1.0611 -1.6298
H -8.0531 -0.8606 -0.7052
O 4.4834 -2.1668 0.2377
P 4.2789 -3.4167 1.1115
N 3.9540 -2.5343 2.5374
C 4.5332 -2.6402 3.8541
C 2.5867 -2.0422 2.6304
N 5.9189 -3.9583 0.9101
C 7.0121 -3.3817 1.6816
C 6.3326 -4.0069 -0.4978
N 3.9013 -4.9670 1.9330
C 4.8471 -5.7731 2.6801
C 3.1621 -5.8538 1.0179
H 4.0773 -3.4466 4.4479
H 4.3858 -1.7075 4.4071
H 5.6108 -2.7799 3.8365
H 1.9076 -2.8291 2.9938
H 2.2242 -1.7119 1.6542
H 2.5082 -1.1782 3.2930
H 6.9874 -2.2859 1.6896
H 7.9820 -3.6963 1.2877
H 7.0073 -3.7524 2.7069
H 6.6192 -3.0196 -0.8748
H 5.5221 -4.3839 -1.1278
H 7.1810 -4.6848 -0.6250
H 5.6033 -6.2463 2.0433
H 4.3070 -6.5706 3.2008
H 5.3540 -5.2102 3.4607
H 3.8180 -6.2556 0.2336
H 2.3511 -5.3020 0.5306
H 2.7024 -6.6884 1.5539
```

Results
Spin multiplicity = 1
Net charge = -1
Kohn-Sham gap = 3.34 eV
Highest occupied orbital energy = -2.7 eV
Calculated total energy = -77397.9513 eV
Strongest force on any atom = 7.69 eV/A

---

No. 5
DFT (ωB97M-V/def2-TZVPD) results for an isolated ion of composition C2H4N3O and charge +1 at a distorted geometry.

Structure (XYZ):
```
10
Properties=species:S:1:pos:R:3
C -0.5044 0.4233 1.2112
C 0.4483 -0.5598 -1.3263
N -0.8139 1.1081 -0.0233
N 0.6193 -0.0469 1.4963
N -0.3440 0.5220 -0.9108
O -0.1841 0.4588 -2.1669
H -1.4075 0.4413 1.7936
H 1.5928 -0.5364 -1.2611
H -0.0103 -1.4846 -1.2936
H 0.6038 -0.3259 2.4809
```

Results
Spin multiplicity = 3
Relative energy (zero: lowest compared OMol25 entry of this formula, charge and spin) = 114.5 kcal per mole
Net charge = +1
Kohn-Sham gap (alpha / beta) = 8.96 / 5.77 eV
Highest occupied orbital energy (alpha / beta) = -13.0 / -16.4 eV
Calculated total energy = -8638.7052 eV
Strongest force on any atom = 8.47 eV/A

---

No. 6
DFT (ωB97M-V/def2-TZVPD) results for an isolated ion of composition C4H11N2O and charge -1 at a distorted geometry.

Structure (XYZ):
```
18
Properties=species:S:1:pos:R:3
N -2.2941 1.8363 -0.3270
C -1.1797 1.0485 -0.9019
C -0.1947 0.5020 0.1271
C 0.3539 -0.9157 -0.0933
N -0.0018 -1.7750 1.0072
C 2.0320 -0.7955 -0.0628
O 2.4940 -1.0062 1.1899
H -1.9167 2.6905 0.0452
H -2.7105 1.2893 0.3946
H -0.6845 1.6582 -1.6660
H -1.6404 0.3151 -1.5748
H -0.6681 0.5925 1.1135
H 0.6610 1.1730 0.2686
H 0.0608 -1.2869 -1.0773
H 0.4934 -2.6510 0.9268
H 0.4699 -1.3448 1.7978
H 2.3769 -1.5473 -0.8267
H 2.3484 0.2173 -0.3406
```

Results
Spin multiplicity = 1
Relative energy (zero: lowest compared OMol25 entry of this formula, charge and spin) = 31.5 kcal per mole
Net charge = -1
Kohn-Sham gap = 6.55 eV
Highest occupied orbital energy = -2.5 eV
Calculated total energy = -9353.1249 eV
Strongest force on any atom = 2.72 eV/A